(1)
# C27H54IrP2Si

A structure of composition C27H54IrP2Si in a non-equilibrium geometry (ωB97M-V/def2-TZVPD, the OMol25 dataset).

ORCA input file:
```
! RIJCOSX wB97M-V def2-TZVPD def2/J DEFGRID3
* xyz 1 5
Ir -0.66136 -0.63989 -1.24916
C -2.65871 1.82621 -0.62580
C -3.24860 0.88450 -1.50892
C -2.12292 -0.34234 0.19071
C -2.05895 1.13495 0.43738
C -2.95136 -0.44924 -1.04988
C -2.69493 3.31428 -0.74442
H -2.46262 3.63809 -1.76595
H -1.96351 3.76875 -0.06130
H -3.70466 3.64512 -0.47417
C -1.67306 1.74739 1.71648
H -0.83416 2.45674 1.64034
H -1.37330 0.99751 2.44638
H -2.55478 2.28523 2.09717
C -2.33208 -1.31391 1.31158
H -3.38294 -1.34557 1.63282
H -1.71950 -1.03396 2.17258
H -2.01156 -2.31302 0.98222
C -3.74347 -1.67184 -1.36977
H -4.77280 -1.41528 -1.64253
H -3.75975 -2.32325 -0.49702
H -3.27304 -2.20119 -2.19511
C -4.14251 1.25035 -2.63480
H -5.11003 1.62233 -2.26301
H -4.32965 0.37375 -3.25850
H -3.71331 2.04856 -3.25823
C 1.21839 0.17243 -1.41353
C 0.14067 1.10925 -1.65999
C -0.25971 1.46790 -3.05265
C -0.93460 0.35228 -3.91848
C -1.08154 -0.97336 -3.22087
C 0.06435 -1.74638 -2.79994
C 1.43263 -1.39816 -3.37319
C 2.06656 -0.25241 -2.58907
H 0.64982 1.84171 -3.56470
H -0.42043 0.27264 -4.88812
H -0.93723 2.31538 -2.95765
H 2.22446 0.61760 -3.24360
H 1.75931 0.28066 -0.46081
H -0.06341 1.82434 -0.83011
H 3.07005 -0.56020 -2.25780
H 2.08101 -2.28349 -3.35287
H -0.08569 -2.80794 -2.66306
H 1.34174 -1.11524 -4.43112
H -1.97457 0.66032 -4.10993
H -1.96816 -1.56889 -3.45952
P 2.50669 2.59612 0.88335
C 2.88695 3.39269 2.51582
H 3.56524 4.26194 2.49844
H 3.30804 2.65670 3.21474
H 1.93978 3.73692 2.96038
C 4.24595 2.22791 0.33385
H 4.97454 3.05051 0.44464
H 4.19723 1.96834 -0.73375
H 4.61161 1.34467 0.87584
C 2.32659 4.14536 -0.11048
H 2.63650 3.95576 -1.14901
H 2.87443 5.02345 0.27020
H 1.25271 4.37824 -0.11483
P 1.80740 -3.47461 0.61807
C 0.22033 -3.94328 -0.18517
H 0.43696 -4.53314 -1.08521
H -0.32269 -3.01940 -0.48565
H -0.39865 -4.54336 0.49498
C 2.92777 -3.33244 -0.80922
H 2.37373 -3.23013 -1.74886
H 3.53775 -4.24151 -0.86957
H 3.57999 -2.46282 -0.68159
C 2.34767 -4.95082 1.50554
H 2.92023 -5.58149 0.81556
H 1.47308 -5.49460 1.88283
H 2.98642 -4.65153 2.34600
C 0.24452 -2.75002 3.02614
Si 1.25281 -1.42008 2.10713
C 0.82648 0.17394 3.13816
C 3.12863 -1.17263 1.94979
H -0.39201 -3.36333 2.37233
H -0.41979 -2.21911 3.71868
H 0.93084 -3.38419 3.58536
H 0.84904 1.09764 2.53211
H -0.14102 0.08615 3.64851
H 1.60346 0.26102 3.91174
H 3.60881 -1.89123 2.62086
H 3.50489 -1.29765 0.93270
H 3.34884 -0.15135 2.26492
*
```

## Properties
Maximum force (Eh/bohr): 0.0768
Expectation value of S²: 6.02
Gap between HOMO and LUMO (spin up / spin down) (eV): 5.87 / 5.14
HOMO level (spin up / spin down) (eV): -8.21 / -10.56

Mulliken charges in e: number 1, Ir, carries 0.91; number 2, C, carries 1.50; number 3, C, carries 0.42; number 4, C, carries 3.10; number 5, C, carries -0.42; number 6, C, carries -0.52; number 7, C, carries -1.88; number 8, H, carries 0.38; number 9, H, carries 0.34; number 10, H, carries 0.42; number 11, C, carries -2.12; number 12, H, carries 0.13; number 13, H, carries 0.22; number 14, H, carries 0.43; number 15, C, carries -1.43; number 16, H, carries 0.24; number 17, H, carries 0.19; number 18, H, carries 0.37; number 19, C, carries -1.43; number 20, H, carries 0.45; number 21, H, carries 0.40; number 22, H, carries 0.22; number 23, C, carries -1.88; number 24, H, carries 0.38; number 25, H, carries 0.49; number 26, H, carries 0.40; number 27, C, carries 0.04; number 28, C, carries -0.34; number 29, C, carries -1.87; number 30, C, carries -1.69; number 31, C, carries -1.05; number 32, C, carries 0.14; number 33, C, carries -2.05; number 34, C, carries -1.04; number 35, H, carries 0.78; number 36, H, carries 0.62; number 37, H, carries 0.31; number 38, H, carries 0.48; number 39, H, carries -0.02; number 40, H, carries 1.10; number 41, H, carries 0.43; number 42, H, carries 0.52; number 43, H, carries 1.13; number 44, H, carries 0.48; number 45, H, carries 0.37; number 46, H, carries 0.76; number 47, P, carries 1.08; number 48, C, carries -1.44; number 49, H, carries 0.43; number 50, H, carries 0.36; number 51, H, carries 0.38; number 52, C, carries -1.37; number 53, H, carries 0.41; number 54, H, carries 0.34; number 55, H, carries 0.31; number 56, C, carries -1.36; number 57, H, carries 0.36; number 58, H, carries 0.43; number 59, H, carries 0.29; number 60, P, carries 0.89; number 61, C, carries -1.00; number 62, H, carries 0.52; number 63, H, carries -0.32; number 64, H, carries 0.62; number 65, C, carries -1.29; number 66, H, carries 0.01; number 67, H, carries 0.53; number 68, H, carries 0.32; number 69, C, carries -1.32; number 70, H, carries 0.49; number 71, H, carries 0.37; number 72, H, carries 0.34; number 73, C, carries -1.58; number 74, Si, carries 1.16; number 75, C, carries -1.23; number 76, C, carries -1.44; number 77, H, carries 0.38; number 78, H, carries 0.45; number 79, H, carries 0.49; number 80, H, carries -0.19; number 81, H, carries 0.57; number 82, H, carries 0.51; number 83, H, carries 0.52; number 84, H, carries 0.21; number 85, H, carries 0.37

=====

(2)
# C2H2F2OS

An isolated molecule of C2H2F2OS in a non-equilibrium geometry (ωB97M-V/def2-TZVPD, the OMol25 dataset).

ORCA input file:
```
! RIJCOSX wB97M-V def2-TZVPD def2/J DEFGRID3
* xyz 0 1
C 0.17080 0.27420 0.19500
C 0.69231 -0.58733 -0.95841
O -1.33296 0.94619 1.96134
F 1.92326 -0.16364 -1.37626
F -0.24974 -0.42823 -1.92337
S -1.34818 0.08757 0.53581
H -0.69581 1.53395 2.12610
H 0.84032 -1.66271 -0.56020
*
```

## Properties
Maximum force (Eh/bohr): 0.1502
Gap between HOMO and LUMO (eV): 9.07
HOMO level (eV): -9.63

Mulliken charges in e: number 1, C, carries -0.43; number 2, C, carries 0.52; number 3, O, carries -0.43; number 4, F, carries -0.24; number 5, F, carries -0.24; number 6, S, carries 0.29; number 7, H, carries 0.34; number 8, H, carries 0.18

=====

(3)
# C3H9N3O

An isolated molecule of C3H9N3O (ωB97M-V/def2-TZVPD, the OMol25 dataset).

ORCA input file:
```
! RIJCOSX wB97M-V def2-TZVPD def2/J DEFGRID3
* xyz 0 1
N 2.09799 0.78498 -1.22039
C 1.72042 1.25002 0.10332
N 0.94316 0.28052 0.82972
C -0.49207 0.37895 0.74587
C -1.18075 -0.75977 -0.02212
N -2.54510 -0.61395 -0.05695
O -0.59982 -1.73570 -0.42261
H 2.27150 1.58288 -1.81363
H 1.41457 0.18174 -1.64431
H 2.62512 1.44089 0.68820
H 1.18571 2.21445 0.07260
H 1.24527 0.17647 1.77889
H -0.92970 0.29858 1.74299
H -0.77222 1.33300 0.30397
H -3.15821 -1.38663 0.00541
H -2.95939 0.27635 0.14276
*
```

## Properties
Maximum force (Eh/bohr): 0.0185
Gap between HOMO and LUMO (eV): 9.60
HOMO level (eV): -8.85
SMILES: NCNCC(N)=O

Mulliken charges in e: number 1, N, carries -0.57; number 2, C, carries -0.46; number 3, N, carries -0.26; number 4, C, carries -0.59; number 5, C, carries 0.46; number 6, N, carries -0.38; number 7, O, carries -0.55; number 8, H, carries 0.22; number 9, H, carries 0.22; number 10, H, carries 0.31; number 11, H, carries 0.31; number 12, H, carries 0.27; number 13, H, carries 0.34; number 14, H, carries 0.27; number 15, H, carries 0.21; number 16, H, carries 0.20

=====

(4)
# C47H34I4N6Pd

A structure of composition C47H34I4N6Pd in a non-equilibrium geometry (ωB97M-V/def2-TZVPD, the OMol25 dataset).

ORCA input file:
```
! RIJCOSX wB97M-V def2-TZVPD def2/J DEFGRID3
* xyz 2 5
Pd 0.44159 -0.50509 -0.14592
I -6.26739 -5.47795 5.21337
C -4.91203 -4.37307 4.05162
C -4.81928 -2.99881 4.23236
C -3.89670 -2.27675 3.49499
C -3.08651 -2.91045 2.55030
C -3.21553 -4.28430 2.35979
C -4.11330 -5.01862 3.11728
C -2.13747 -2.09701 1.75235
C -2.37105 -2.00924 0.36881
C -3.59270 -2.47572 -0.27030
C -3.54674 -2.04144 -1.54130
C -2.28886 -1.32050 -1.68998
C -1.92795 -0.59117 -2.84578
C -2.77415 -0.74760 -4.04545
C -3.00535 -1.99963 -4.61862
C -3.82069 -2.12906 -5.72869
C -4.43769 -1.00582 -6.26572
I -5.70641 -1.19748 -7.92881
C -4.22725 0.24723 -5.70436
C -3.39135 0.37283 -4.60931
C -0.87430 0.33452 -2.91513
N -0.13032 0.80420 -1.87118
C 0.72346 1.72371 -2.37918
C 1.64307 2.52106 -1.64816
C 2.25886 3.66136 -2.35466
C 1.43904 4.60582 -2.98560
C 1.97771 5.72655 -3.58915
C 3.35449 5.91160 -3.58430
I 4.17283 7.62853 -4.46976
C 4.18795 4.97549 -2.98488
C 3.64077 3.86710 -2.36475
C 1.93734 2.37201 -0.27740
C 2.62503 3.37689 0.51833
C 2.55340 2.97279 1.79822
C 1.81924 1.71792 1.79882
N 1.49843 1.37290 0.52391
C 1.37070 1.07845 2.96642
C 0.40533 0.03710 3.00844
C 0.05778 -0.69357 4.21901
C -0.90629 -1.57054 3.88355
C -1.15186 -1.39168 2.46321
N -0.31866 -0.43032 1.96732
C 1.86766 1.59284 4.25897
C 0.96073 2.05746 5.21780
C 1.40331 2.59790 6.41102
C 2.76659 2.66229 6.67015
I 3.44508 3.48162 8.47797
C 3.68333 2.19220 5.73847
C 3.23393 1.67366 4.53719
C 0.56271 1.79858 -3.82272
C -0.42934 0.94956 -4.15144
N -1.59506 -1.35679 -0.53280
H -5.46342 -2.49214 4.93733
H -3.82164 -1.20418 3.63113
H -2.59676 -4.78828 1.62607
H -4.19099 -6.08784 2.97759
H -4.39333 -3.00764 0.21585
H -4.30647 -2.14072 -2.29766
H -2.52316 -2.88034 -4.21015
H -3.97854 -3.10106 -6.17523
H -4.71824 1.11880 -6.11441
H -3.24616 1.34925 -4.16260
H 0.36393 4.47917 -2.96528
H 1.32825 6.45696 -4.05135
H 5.26008 5.11486 -2.99819
H 4.29946 3.13529 -1.91208
H 3.04184 4.29801 0.15023
H 2.90264 3.50175 2.66768
H 0.51814 -0.56939 5.18414
H -1.38535 -2.29159 4.52461
H -0.10205 2.02659 5.01086
H 0.68985 2.97354 7.13122
H 4.74348 2.23326 5.94653
H 3.95370 1.29776 3.81943
H 1.15609 2.39833 -4.49152
H -0.79751 0.72148 -5.13754
N 1.66536 -2.21545 0.99916
C 2.62741 -3.19163 0.45351
C 3.49252 -2.59040 -0.64756
C 2.74843 -2.43141 -1.96837
N 1.82062 -1.28422 -1.96228
H 2.14528 -1.60756 1.65397
H 0.94738 -2.70112 1.52370
H 2.06523 -4.03355 0.04838
H 3.27039 -3.57123 1.25066
H 4.34346 -3.25074 -0.81559
H 3.88408 -1.62091 -0.32188
H 2.16992 -3.33474 -2.16478
H 3.47562 -2.32180 -2.77622
H 1.17861 -1.36912 -2.74189
H 2.34573 -0.42955 -2.11179
*
```

## Properties
Maximum force (Eh/bohr): 0.0383
Expectation value of S²: 6.12
Gap between HOMO and LUMO (spin up / spin down) (eV): 5.43 / 2.16
HOMO level (spin up / spin down) (eV): -11.57 / -12.09

Mulliken charges in e: number 1, Pd, carries -0.46; number 2, I, carries 0.48; number 3, C, carries -0.05; number 4, C, carries -0.64; number 5, C, carries -0.12; number 6, C, carries -0.33; number 7, C, carries -0.15; number 8, C, carries -0.61; number 9, C, carries 1.64; number 10, C, carries 0.04; number 11, C, carries -1.60; number 12, C, carries -1.57; number 13, C, carries 0.15; number 14, C, carries 1.53; number 15, C, carries -0.05; number 16, C, carries -0.30; number 17, C, carries -0.71; number 18, C, carries -0.21; number 19, I, carries 0.15; number 20, C, carries -0.77; number 21, C, carries -0.35; number 22, C, carries 0.26; number 23, N, carries -0.32; number 24, C, carries 0.35; number 25, C, carries 1.53; number 26, C, carries -0.06; number 27, C, carries -0.35; number 28, C, carries -0.79; number 29, C, carries -0.21; number 30, I, carries 0.16; number 31, C, carries -0.68; number 32, C, carries -0.35; number 33, C, carries 0.10; number 34, C, carries -1.62; number 35, C, carries -1.60; number 36, C, carries 0.08; number 37, N, carries 1.22; number 38, C, carries 1.58; number 39, C, carries 0.40; number 40, C, carries -1.23; number 41, C, carries -1.50; number 42, C, carries 0.26; number 43, N, carries -0.20; number 44, C, carries -0.14; number 45, C, carries -0.31; number 46, C, carries -0.79; number 47, C, carries -0.19; number 48, I, carries 0.15; number 49, C, carries -0.67; number 50, C, carries -0.42; number 51, C, carries -1.27; number 52, C, carries -1.34; number 53, N, carries 1.09; number 54, H, carries 0.43; number 55, H, carries 0.56; number 56, H, carries 0.54; number 57, H, carries 0.44; number 58, H, carries 0.44; number 59, H, carries 0.54; number 60, H, carries 0.51; number 61, H, carries 0.41; number 62, H, carries 0.40; number 63, H, carries 0.52; number 64, H, carries 0.53; number 65, H, carries 0.41; number 66, H, carries 0.41; number 67, H, carries 0.50; number 68, H, carries 0.53; number 69, H, carries 0.51; number 70, H, carries 0.64; number 71, H, carries 0.56; number 72, H, carries 0.54; number 73, H, carries 0.41; number 74, H, carries 0.41; number 75, H, carries 0.50; number 76, H, carries 0.67; number 77, H, carries 0.65; number 78, N, carries 0.03; number 79, C, carries -0.76; number 80, C, carries -0.55; number 81, C, carries -0.77; number 82, N, carries 0.02; number 83, H, carries 0.12; number 84, H, carries 0.18; number 85, H, carries 0.39; number 86, H, carries 0.37; number 87, H, carries 0.37; number 88, H, carries 0.25; number 89, H, carries 0.39; number 90, H, carries 0.37; number 91, H, carries 0.19; number 92, H, carries 0.11